Density functional theory data (ωB97M-V/def2-TZVPD) for a 2-piece molecular cluster, C30H27ClO3 overall at a distorted geometry.

Computed properties:
* LUMO energy: -2.9180 eV
* energy relative to the best compared isomer or geometry (same formula, charge and spin): 15.0 kcal per mole
* total energy: -1845.16477 a.u.

Each line ends with the Mulliken charge.
Cartesian coordinates (Å):
C: -5.195 0.544 1.665  -1.124
C: -3.754 0.989 1.684  -0.189
O: -2.988 -0.117 2.212  -0.305
C: -1.659 0.195 2.333  0.566
C: -0.871 -0.983 2.661  -0.934
C: 0.522 -1.007 2.475  0.971
C: 1.257 0.226 2.336  -0.813
C: 2.640 0.236 2.189  0.268
Cl: 3.457 1.745 2.219  -0.244
C: 3.357 -0.968 2.092  -0.522
C: 2.657 -2.184 2.165  -0.423
C: 1.283 -2.218 2.360  -0.653
O: -1.310 1.373 2.179  -0.739
H: -5.803 1.313 1.191  0.400
H: -5.344 -0.396 1.124  0.293
H: -5.568 0.432 2.686  0.208
H: -3.407 1.268 0.674  0.310
H: -3.622 1.853 2.348  0.273
H: -1.437 -1.903 2.770  0.398
H: 0.694 1.154 2.308  0.647
H: 4.435 -0.919 1.992  0.396
H: 3.228 -3.109 2.098  0.360
H: 0.748 -3.172 2.368  0.331
C: 2.860 -4.788 8.999  -1.360
C: 1.779 -3.902 8.471  1.068
C: 2.015 -3.052 7.371  -0.700
C: 0.999 -2.271 6.839  -0.605
C: -0.328 -2.289 7.378  0.878
C: -1.297 -1.439 6.774  -0.334
C: -2.596 -1.044 7.224  0.930
C: -3.259 -1.473 8.417  -0.579
C: -4.549 -1.049 8.729  -0.601
C: -5.174 -0.112 7.899  0.732
O: -6.434 0.383 8.178  -0.465
C: -6.603 1.176 9.320  0.355
C: -6.883 2.535 9.123  -0.376
C: -6.888 3.378 10.231  -0.387
C: -6.737 2.848 11.517  -0.464
C: -6.539 1.475 11.699  -0.558
C: -6.475 0.620 10.595  -0.271
C: -4.565 0.329 6.712  -0.380
C: -3.301 -0.107 6.408  -0.678
C: -0.545 -3.151 8.499  -0.410
C: 0.496 -3.904 9.041  -0.904
H: 2.529 -5.340 9.887  0.353
H: 3.185 -5.520 8.246  0.313
H: 3.753 -4.207 9.264  0.334
H: 3.027 -3.032 6.943  0.384
H: 1.222 -1.581 6.014  0.415
H: -0.986 -0.960 5.838  0.142
H: -2.769 -2.120 9.140  0.158
H: -5.063 -1.445 9.615  0.321
H: -7.043 2.898 8.104  0.413
H: -7.038 4.449 10.084  0.348
H: -6.796 3.496 12.387  0.371
H: -6.444 1.038 12.695  0.351
H: -6.318 -0.457 10.695  0.437
H: -5.121 1.026 6.074  0.448
H: -2.805 0.293 5.518  0.298
H: -1.522 -3.211 8.963  0.265
H: 0.302 -4.529 9.927  0.279